1.
Computed, not measured: C29H29N5O6SSn as an isolated structure, with ωB97M-V/def2-TZVPD.

Results
E_LUMO: 0.1629 hartree
charge: -2
Kohn-Sham gap: 6.30 eV
molar mass: 694.4 g/mol

```
71
Properties=species:S:1:pos:R:3:mulliken_charge:R:1
C -1.441 3.269 1.073 0.74
H -4.465 3.723 -3.679 0.26
N -0.303 -3.307 1.738 0.23
H -2.165 -3.093 0.886 0.30
H 4.035 1.032 1.805 0.19
O 0.568 0.715 3.814 -0.59
H -3.100 2.925 2.322 0.37
C -0.879 -4.174 -0.518 -0.62
C 1.764 1.219 5.775 -0.68
H -0.615 1.864 -3.530 0.52
H 0.265 -0.613 -2.829 0.56
C -2.069 3.657 -4.970 -1.40
H 5.004 1.510 3.734 0.29
C 1.597 -0.368 -4.509 -0.89
O -0.406 2.482 1.066 -0.61
C 3.015 1.010 2.199 -0.63
H -1.560 -4.361 2.986 0.24
C -3.768 3.034 -3.213 -0.68
H -0.272 -6.257 -0.573 0.47
O -5.136 0.756 0.142 -0.85
H -1.751 2.992 -5.776 0.31
C -0.632 -4.544 2.439 -0.92
C -1.617 1.996 -3.135 -0.74
C 2.904 1.156 3.637 0.71
N -2.854 1.192 1.176 -0.46
H 3.130 0.000 -5.969 0.36
H -5.142 2.443 -1.652 0.49
H -0.269 -3.780 -1.333 0.28
H -3.521 3.168 0.644 0.30
C -1.131 -3.084 0.541 0.47
N 2.085 -2.627 1.517 -0.71
H 4.712 0.939 -4.304 0.36
C 4.093 1.430 4.321 -0.63
H 0.868 -5.197 0.231 0.26
H 2.955 1.638 7.485 0.33
H -1.225 4.310 -4.738 0.31
H -0.949 -2.080 0.172 -0.69
C -0.198 -5.399 0.101 -0.89
H -0.355 -6.632 1.880 0.37
N 2.076 0.895 1.337 0.57
H -1.875 -5.945 1.333 0.33
C -2.499 2.880 -3.755 0.82
C 3.372 0.681 -2.656 -0.22
H -1.284 0.624 -1.525 -0.15
C 2.116 0.247 -2.233 0.54
O -3.251 -0.799 -0.188 -0.60
H 0.152 -4.734 3.172 0.47
H 5.084 1.823 6.188 0.35
H 0.836 1.134 6.329 0.36
C 2.847 0.068 -4.924 -0.37
C 0.982 -2.965 1.633 0.59
C -0.810 -5.731 1.461 -0.45
H -1.839 -4.466 -0.952 0.36
C -2.824 2.635 1.300 -0.61
Sn -0.350 0.438 1.571 1.05
C 3.733 0.593 -3.990 -0.63
H -2.881 4.280 -5.348 0.36
C 1.676 1.019 4.360 0.31
C -3.264 1.459 -1.472 -0.21
C -4.152 2.330 -2.076 -0.38
C 2.949 1.499 6.408 -0.27
H 4.045 1.090 -1.915 0.44
C 4.147 1.607 5.690 -0.73
O 0.511 -0.073 -0.515 -0.41
C 1.690 0.341 -0.793 0.02
C -1.990 1.292 -2.004 0.35
H 0.895 -0.775 -5.227 0.39
O -1.371 4.483 0.949 -0.77
N 2.569 0.835 0.025 -0.78
C 1.236 -0.280 -3.171 -0.59
S -3.694 0.571 0.028 1.14
```

***

2.
Computed, not measured: C29H29N5TeV as an isolated structure, with ωB97M-V/def2-TZVPD.

Results
multiplicity: 3
E_LUMO (spin up / spin down): -0.1283 / -0.1017 hartree
charge: +1
Kohn-Sham gap (spin up / spin down): 6.56 / 7.31 eV
molar mass: 626.1 g/mol

```
65
Properties=species:S:1:pos:R:3:mulliken_charge:R:1
H -2.943 4.235 0.978 0.25
N 2.376 1.019 -1.342 -0.19
C 3.233 2.053 -1.425 0.09
C 2.660 0.247 -3.604 -0.79
C -2.045 4.729 2.855 0.52
C -2.788 -3.959 -0.509 0.35
C 0.902 -0.795 -2.294 1.06
N 0.199 -0.991 -1.093 0.82
C 1.950 0.135 -2.412 0.78
C 0.009 2.498 5.116 -1.86
H -2.805 0.807 0.890 0.37
C -2.024 -1.913 -1.548 -0.06
H -1.377 -4.884 0.807 0.54
C 1.320 -1.433 -4.601 -1.14
C -2.342 3.873 1.805 -1.13
H 3.219 -4.915 1.866 0.43
Te -0.477 0.077 2.884 -0.01
C 3.162 -0.396 -5.983 -1.60
H 0.725 1.710 4.889 0.40
H 0.908 -5.429 0.482 0.50
H -3.964 -2.754 -1.837 0.41
H -3.508 -5.967 -0.159 0.39
C -3.003 -2.867 -1.351 -0.77
H 1.055 -2.055 -5.447 0.40
H -4.630 -4.925 -1.038 0.39
N 0.700 -3.341 0.559 0.08
C -0.556 -3.132 -0.112 0.51
H -4.394 -4.707 0.693 0.30
C -0.793 2.930 3.918 1.02
N 1.977 0.882 -0.051 0.07
C -1.555 -4.071 0.114 -0.45
C -2.258 1.704 0.591 -1.36
H 2.399 1.910 1.716 0.47
C 2.487 -4.213 1.510 -1.15
C 2.498 -2.830 1.634 -0.41
H 4.031 3.427 0.096 0.43
H -1.026 4.892 4.728 0.41
H -3.082 6.394 1.961 0.35
C -3.887 -4.949 -0.243 -1.54
H -2.212 -1.050 -2.174 0.60
H 3.220 -2.183 2.106 0.51
H -3.213 6.320 3.716 0.34
C -1.889 2.556 1.775 1.03
H 0.554 3.347 5.527 0.41
V 0.668 -0.468 0.642 0.64
C 2.361 -0.520 -4.718 0.04
C 3.415 2.587 -0.167 -1.26
H 3.486 0.938 -3.675 0.25
H -0.176 -2.298 -3.358 0.42
C -2.541 6.148 2.874 -1.46
C 1.326 -4.495 0.819 -0.03
C -1.272 4.238 3.897 -0.78
H -1.712 6.850 2.973 0.35
H -1.371 1.359 0.047 0.19
H 3.641 2.366 -2.368 0.39
H -0.645 2.116 5.904 0.31
N 1.419 -2.298 1.057 0.01
C -0.772 -2.028 -0.945 -0.40
H 3.561 0.610 -6.110 0.38
H 4.005 -1.089 -5.984 0.30
H -2.874 2.270 -0.106 0.41
C 2.603 1.829 0.660 -0.32
C 0.621 -1.572 -3.420 -0.69
C -1.111 2.095 2.843 0.12
H 2.552 -0.625 -6.856 0.40
```

***

Number 1: energy -66948.4390 eV. Number 2: energy -70970.3092 eV.